Version one
Molecular formula: H33O17
Method: DFT, wB97M-V/def2-TZVPD

The geometry in XYZ format:
```
50
Properties=species:S:1:pos:R:3:mulliken_charge:R:1
H 3.5667 1.2574 -2.1757 0.284
H -2.5746 3.6667 -1.7228 0.318
H -2.5782 0.5313 0.1924 0.369
O 1.6273 -2.7962 2.1594 -0.533
H 2.2930 -3.1488 1.7528 0.211
O 1.5952 3.5071 2.5423 -0.725
H -1.7776 -4.8775 -2.9912 0.262
H 1.1396 3.1858 3.4782 0.347
H -2.2249 4.9205 -1.0014 0.286
O -2.5969 -0.4856 -1.6582 -1.221
H 1.5343 3.0064 1.7923 0.317
H -3.1107 1.5942 2.6087 0.398
O -2.8803 -2.3848 -3.6005 -0.749
O -2.8672 2.6028 2.7252 -0.638
O 2.0359 1.0224 0.9843 -0.574
O 3.3832 4.6625 0.9272 -0.599
H -1.4363 -2.3243 2.8572 0.329
H -3.6123 -2.6138 -4.0902 0.205
H -1.9428 2.5403 2.1690 0.315
H -2.1913 -1.6249 -0.7107 0.497
O 3.1667 0.4565 -2.2680 -0.625
H -1.4816 0.8609 1.2786 0.144
O -3.8687 1.9687 -1.5192 -0.578
O -2.1951 0.1832 0.9962 -0.552
H -2.0092 -3.0734 -0.7648 0.258
H -2.2029 -0.1287 -2.4374 0.224
O -1.9026 4.2259 -1.5263 -0.609
H 4.1651 2.1764 2.2919 0.320
H 5.2420 2.0489 1.2836 0.265
H -0.0811 -2.0395 3.7728 0.265
H -1.9163 -3.4053 -2.6531 0.459
H 2.8006 -4.5838 -2.8301 0.304
H 3.1444 -3.2533 -2.4641 0.279
O 5.0561 2.1820 2.1229 -0.582
O 0.5903 -2.0176 -0.1305 -0.732
O 3.4855 -4.0774 -2.5460 -0.588
O -1.9044 -2.3612 -0.1832 -0.777
H 1.2907 0.3776 0.9897 0.261
H 2.2682 1.0643 0.1657 0.302
H 0.9324 -1.2057 -0.2575 0.141
H 3.9522 -0.1938 -2.1129 0.334
O -0.8723 -2.3672 3.6324 -0.626
H 2.9618 4.4082 0.1049 0.272
H -3.7270 1.0974 -1.8983 0.316
H 1.1538 -2.4772 1.4729 0.450
H -0.3276 -2.2622 -0.3309 0.556
H -4.5778 2.0970 -0.8862 0.256
H 2.9764 4.3693 1.6752 0.381
H -2.7992 -1.7472 -2.6144 0.536
O -1.7089 -4.3514 -2.1510 -0.754
```

The HOMO energy comes out at -6.8 eV. As for the frontier orbital gap: 8.6 eV. As for the charge: -1. As for the multiplicity: 1.

***

Version two
Molecular formula: H33O17
Method: DFT, wB97M-V/def2-TZVPD

The geometry in XYZ format:
```
50
Properties=species:S:1:pos:R:3:mulliken_charge:R:1
O -3.6068 -5.0376 1.0380 -0.639
O 1.2221 0.3163 1.9441 -0.678
H -1.1725 -1.5054 -0.4038 0.306
O 0.5183 0.0593 -1.1922 -0.450
H -2.6738 0.5676 0.5462 0.391
O 2.6698 0.6785 -3.5537 -0.560
H -3.3203 -4.5873 1.8361 0.323
H 0.5088 -0.8950 -1.0060 0.364
H 0.0403 -1.2331 4.1194 0.335
O -0.3120 4.2734 -1.7925 -0.619
H -0.2587 0.4112 -1.6128 0.165
H -0.8693 -1.3912 5.3634 0.302
H 0.7642 -0.2126 1.2793 0.345
H 2.7093 0.3216 -4.4257 0.273
H -0.5034 3.8175 -0.9745 0.312
O -0.7142 -4.4457 -3.9211 -0.641
H -0.4678 -2.8528 -1.2662 0.214
H 3.4507 -1.7569 -0.2405 0.283
O 1.6277 3.5830 0.2482 -0.457
H 2.0816 -2.8170 -0.5318 0.326
H 0.8984 5.7118 1.6591 0.303
H -3.8878 1.3403 0.0312 0.276
H -2.7534 -5.3822 0.7678 0.313
O -3.1037 -0.6012 -2.9573 -0.654
H 1.0985 2.3175 5.5932 0.312
O 1.3161 -3.9512 0.7388 -0.726
H 0.1224 4.5166 1.9885 0.324
H -2.3312 -0.0799 -2.7074 0.306
H 0.7862 1.1697 1.8558 0.293
O 3.0882 3.7303 -2.1302 -0.576
O 0.3948 5.3469 2.3946 -0.644
H 2.7890 2.9573 -2.6035 0.305
O -0.5980 -1.8072 4.5443 -0.634
H 0.0625 -4.9618 -3.6767 0.318
H -3.0144 -0.8270 -0.5302 0.284
O -0.3662 -2.3118 -0.4827 -0.949
H 2.9322 -0.0892 -3.0277 0.310
H -0.2379 2.8392 5.3948 0.318
O -2.0969 -0.5494 -0.5155 -0.894
O -3.5499 0.9844 0.8579 -0.703
H 3.6400 4.3715 -2.5638 0.248
O 0.1863 2.0727 5.8013 -0.632
H -0.2721 -3.6508 -4.2474 0.314
O 2.9324 -2.3936 -0.7153 -0.637
H 2.1736 4.2332 -0.1945 0.270
H -0.1020 3.6300 -2.4663 0.290
H 0.6063 -3.3666 0.3680 0.528
H 1.7787 -3.4883 1.4372 0.297
H 2.1275 2.7659 0.3287 0.234
H -2.7257 -1.4618 -2.7360 0.309
```

The HOMO energy comes out at -6.0 eV. As for the frontier orbital gap: 8.2 eV. As for the charge: -1. As for the multiplicity: 1.

***

Most stable: version two

***

Version one
Molecular formula: C2H7N3O3
Method: DFT, wB97M-V/def2-TZVPD

The geometry in XYZ format:
```
15
Properties=species:S:1:pos:R:3:mulliken_charge:R:1
N 0.1528 -0.5919 -1.3008 -0.657
H -0.6923 -0.2457 -1.7449 0.250
O 1.8494 1.2921 -0.4442 -0.525
N 0.2638 -1.5751 0.8503 -0.682
H -0.5185 -2.2031 0.7015 0.246
H 0.3559 -1.3957 1.8417 0.271
H -2.6814 1.2462 -0.0426 0.352
C 1.0159 0.8191 0.5173 -0.377
C 0.1069 -0.3742 0.1128 0.914
O -0.1595 1.6102 0.7592 -0.299
H 0.2693 -1.5753 -1.5052 0.263
O -1.9623 0.7521 -0.4589 -0.472
H 1.5818 0.6940 1.4444 0.361
H 1.4697 1.0560 -1.3097 0.393
N -1.0514 0.4911 0.5791 -0.038
```

The HOMO energy comes out at -9.3 eV. The SMILES is NC1(N)[C@@H](O)ON1O. As for the frontier orbital gap: 10.1 eV. As for the charge: 0. As for the multiplicity: 1.

***

Version two
Molecular formula: C2H7N3O3
Method: DFT, wB97M-V/def2-TZVPD

The geometry in XYZ format:
```
15
Properties=species:S:1:pos:R:3:mulliken_charge:R:1
H -0.6046 0.9299 -2.4432 0.264
H 1.9535 -2.3641 0.4456 0.377
N 0.3493 0.6485 -2.0760 -0.768
H -0.9263 1.9088 1.4240 0.259
H 0.5694 -0.1819 -2.6302 0.240
O 1.5337 -2.2458 1.3244 -0.470
H -0.7181 0.7382 -0.2804 0.559
N 0.0211 0.2393 -0.8427 0.178
C 0.8080 -1.1436 1.1090 0.357
H -1.7278 0.6493 1.5609 0.242
N -1.5704 1.3564 0.8796 -0.872
O 1.7500 -1.1460 -1.0991 -0.735
H -2.4220 1.8892 1.0529 0.242
O 0.1064 -0.5893 1.9263 -0.562
C 0.8777 -0.6887 -0.3512 0.688
```

The HOMO energy comes out at -8.7 eV. The SMILES is NNC(=O)C(=O)O.N. As for the frontier orbital gap: 9.3 eV. As for the charge: 0. As for the multiplicity: 1.

***

Most stable: version two

***

Version one
Molecular formula: C15H19NO5S
Method: DFT, wB97M-V/def2-TZVPD

The geometry in XYZ format:
```
41
Properties=species:S:1:pos:R:3:mulliken_charge:R:1
H -0.0030 3.0533 2.3020 0.284
O 5.7016 -0.3503 -0.1552 -0.589
N -1.4153 0.4164 -1.9259 -0.273
C -0.7154 -1.6840 -0.3275 0.844
O -0.9613 3.6527 -0.2048 -0.529
H -1.5888 2.3997 2.7552 0.324
H -1.5701 0.8532 0.9367 0.247
H -2.6838 3.5855 0.9451 0.261
H -2.7519 -3.5492 -0.3606 0.388
C -2.3405 -3.3320 0.6241 -1.833
C -0.7407 1.5589 0.9119 -0.098
H 2.7147 0.4688 -1.2405 0.337
O -3.0715 -0.4975 -0.2173 -0.653
C -1.6050 3.7674 1.0481 -0.504
C 3.3835 -0.1657 -0.6819 -0.676
H -2.7403 1.6793 -0.9209 0.363
C 1.6427 -1.7494 0.1486 0.769
H 0.6717 -0.3321 -1.1653 0.832
O 4.9979 1.3160 -1.4689 -0.442
H 0.1828 1.0159 1.1025 0.106
H 5.9391 1.5490 -1.4761 0.347
H -2.3487 -4.2332 1.2318 0.425
C -0.9609 -2.7907 0.4807 0.810
H -1.4946 0.3068 -2.9236 0.270
C 2.9918 -1.2430 0.0108 -0.171
C 0.1303 -3.3642 1.1296 -0.946
C 1.4032 -2.8543 0.9720 -1.053
H -1.4444 4.7849 1.4055 0.377
H -0.0270 -4.2238 1.7642 0.382
H 3.7631 -1.7961 0.5343 0.363
C 0.5489 -1.1757 -0.5076 -0.830
H 2.2321 -3.3151 1.4890 0.399
C 4.7987 0.2196 -0.7175 0.337
C -1.7734 1.7330 -1.4318 -1.090
S -2.0978 -0.9253 -1.1845 1.291
H 0.2684 2.2201 -0.9354 0.124
C -0.9583 2.6927 1.9199 -0.615
C -0.7147 2.2791 -0.4531 0.462
H -1.8548 2.4325 -2.2653 0.359
O -2.5204 -1.8207 -2.2242 -0.755
H -2.9881 -2.5823 1.0760 0.359
```

The HOMO energy comes out at -9.1 eV. The SMILES is Cc1ccc(/C=C/C(=O)O)cc1S(=O)(=O)NC[C@@H]1CCCO1. As for the frontier orbital gap: 8.7 eV. As for the charge: 0. As for the multiplicity: 1.

***

Version two
Molecular formula: C15H19NO5S
Method: DFT, wB97M-V/def2-TZVPD

The geometry in XYZ format:
```
41
Properties=species:S:1:pos:R:3:mulliken_charge:R:1
H -3.8043 -0.4608 1.3601 0.461
C -2.0724 -1.1287 0.5388 0.891
H 1.7758 2.0826 -1.6435 0.202
O -0.4570 1.6995 2.5452 -0.797
H 3.0599 -0.7069 2.3734 0.253
C -1.2660 -2.2987 0.1185 -0.322
O 5.2207 -1.4834 2.6659 -0.446
N -1.8542 2.0032 0.6968 -0.167
H -3.9321 -1.4495 0.0144 0.674
H 0.9578 -0.0020 2.0431 0.135
C 4.4434 -2.4385 1.9065 0.477
H -3.3661 -0.0297 -0.1486 0.798
H 0.7526 0.0100 -2.9690 0.512
H -2.7892 2.5841 0.7212 0.328
O 0.2383 3.1773 -2.2887 -0.406
H -0.7704 3.6812 0.0750 0.617
C 0.2169 -0.7220 1.4172 -0.651
H 0.2187 -3.8196 -0.1568 0.212
H -2.0246 0.7457 -2.5422 0.302
H -2.1565 -3.1877 -0.4984 -0.022
H 0.0229 1.0543 -4.2595 0.245
C 1.0904 2.2248 -2.6823 -0.591
O 4.8600 -3.3037 1.1412 -0.561
C 2.1218 -2.3273 1.0756 -0.398
H -0.9442 0.2387 -1.4363 -0.757
H 1.6168 2.4757 -3.4243 0.553
O -2.7866 1.1266 2.7659 -0.675
C -0.8758 2.5582 -1.8558 -0.016
C 0.2431 0.8233 -3.1998 -0.850
C -1.2490 -0.3621 1.2907 0.570
H -0.1006 1.8128 0.1263 0.282
C -3.3864 -0.7186 0.4148 -2.981
S -1.7490 1.1606 1.9444 1.148
C 0.7784 -1.9816 0.7330 1.145
H 2.4806 -3.1813 0.5585 0.393
C -0.7451 2.6705 -0.0234 -0.905
C 3.0364 -1.8002 1.9698 -0.633
H -2.0000 2.9618 -1.9244 0.307
C -0.9083 1.0262 -2.2265 0.631
C -0.0299 -2.7356 0.2479 -0.319
H 6.1332 -1.9791 2.5353 0.361
```

The HOMO energy comes out at -8.7 eV. As for the frontier orbital gap: 8.1 eV. As for the charge: 0. As for the multiplicity: 1.

***

Most stable: version one